Model one:
DFT (ωB97M-V with the def2-TZVPD basis set) results for 2 unconnected molecules or ions with the total composition C2H3N2O2.

```
9
C2H3N2O2 (ωB97M-V with the def2-TZVPD basis set)
C 1.36275 0.63480 -0.34740
C -1.09398 -0.14113 0.35984
N -2.22997 -0.07366 0.30710
N 1.66310 -0.36722 0.46625
O 1.29409 -1.54418 0.07564
O -3.40353 0.25610 0.33662
H 1.91504 1.58039 0.04794
H 0.91993 0.60692 -1.28986
H -0.42743 -0.95204 0.04387
```

Computed properties:
net charge	-1
frontier orbital gap	0.27536	Ha

natural (NBO) analysis output, partial charges in e:
1. C -0.380
2. C -0.003
3. N 0.117
4. N -0.110
5. O -0.669
6. O -0.513
7. H 0.150
8. H 0.148
9. H 0.261

Model two:
DFT (ωB97M-V with the def2-TZVPD basis set) results for 2 unconnected molecules or ions with the total composition C2H3N2O2.

```
9
C2H3N2O2 (ωB97M-V with the def2-TZVPD basis set)
C -2.31418 -0.23696 -0.09505
C 0.80498 -0.47951 -0.88251
N -2.84415 -1.02131 0.56356
N -1.44416 0.38251 -0.80742
O -0.88976 1.66130 -0.17482
O 1.46970 -0.28980 0.13921
H 0.57435 0.32708 -1.58616
H 0.02746 1.40777 -0.06526
H 0.41293 -1.42097 -1.21662
```

Computed properties:
net charge	-1
frontier orbital gap	0.27448	Ha

natural (NBO) analysis output, partial charges in e:
1. C 0.376
2. C 0.265
3. N -0.579
4. N -0.497
5. O -0.641
6. O -0.618
7. H 0.126
8. H 0.452
9. H 0.115

Model three:
DFT (ωB97M-V with the def2-TZVPD basis set) results for 2 unconnected molecules or ions with the total composition C2H3N2O2.

```
9
C2H3N2O2 (ωB97M-V with the def2-TZVPD basis set)
C -1.06459 -0.62387 -2.31505
C 0.77804 0.20083 1.63171
N -0.18864 0.82452 -0.61439
N -0.22903 -0.03132 0.22964
O -0.07083 -0.64612 -2.89730
O -2.14391 -0.75669 -1.96605
H 1.48036 0.99399 1.46996
H 1.32686 -0.55247 2.03665
H 0.11175 0.59113 2.42482
```

Computed properties:
net charge	-1
frontier orbital gap	0.18499	Ha

natural (NBO) analysis output, partial charges in e:
1. C 1.050
2. C -0.671
3. N -0.445
4. N -0.242
5. O -0.580
6. O -0.567
7. H 0.151
8. H 0.153
9. H 0.151

Model four:
DFT (ωB97M-V with the def2-TZVPD basis set) results for a gas-phase ion, C2H3N2O2 (charge -1).

```
9
C2H3N2O2 (ωB97M-V with the def2-TZVPD basis set)
C -0.46863 0.54503 -1.15671
C 0.80250 -0.60134 0.26964
N -0.50464 1.26619 -2.07018
N -0.81693 -0.18872 -0.16852
O -1.42843 0.57589 0.87036
O 1.19838 -0.13944 1.36969
H 1.33082 -0.22562 -0.55537
H -0.72298 0.47135 1.44648
H 0.60992 -1.70334 -0.00539
```

Computed properties:
net charge	-1
frontier orbital gap	0.31174	Ha
SMILES	N#CN(O)C[O-]

natural (NBO) analysis output, partial charges in e:
1. C 0.400
2. C 0.165
3. N -0.491
4. N -0.305
5. O -0.574
6. O -0.827
7. H 0.094
8. H 0.473
9. H 0.066

Relative to the most stable structure, the computed energies are model one 0.1239; model two 0.0390; model three 0.0000; model four 0.0479, all in hartree.

Model one:
DFT (ωB97M-V with the def2-TZVPD basis set) results for a single C3H5IS molecule.

```
10
C3H5IS (ωB97M-V with the def2-TZVPD basis set)
C -1.25788 -0.48306 1.13506
C 0.15797 0.02266 -0.81049
C -1.00017 -0.61032 -0.14520
S -0.14370 0.15971 2.34401
I -2.46214 -1.49928 -1.31034
H -2.06278 -0.99510 1.68599
H -0.07923 0.42327 -1.84077
H 0.96746 -0.64330 -1.21554
H 0.68941 0.94999 -0.29846
H 0.97948 -0.21061 1.68366
```

Computed properties:
net charge	0
frontier orbital gap	0.33439	Ha
SMILES	C/C(I)=C\S

natural (NBO) analysis output, partial charges in e:
1. C -0.374
2. C -0.714
3. C -0.177
4. S 0.014
5. I 0.157
6. H 0.237
7. H 0.242
8. H 0.241
9. H 0.243
10. H 0.130

Model two:
DFT (ωB97M-V with the def2-TZVPD basis set) results for a molecular structure, C3H5IS.

```
10
C3H5IS (ωB97M-V with the def2-TZVPD basis set)
C -0.22190 0.35480 -0.17126
C 0.00938 1.52166 -0.61008
C 0.54878 -0.83153 0.08170
S -4.22436 1.98502 -0.32349
I -3.68175 -0.23226 0.13245
H -1.41458 -0.04707 -0.02486
H -0.54972 2.39450 -0.70154
H 1.69730 -0.69501 0.11377
H 0.46886 -1.07460 1.07126
H 0.41902 -1.48074 -0.78009
```

Computed properties:
net charge	0
frontier orbital gap (spin up / spin down)	0.18452 / 0.18455	Ha

natural (NBO) analysis output, partial charges in e:
1. C -0.296
2. C 0.041
3. C -0.664
4. S -0.534
5. I 0.269
6. H 0.228
7. H 0.228
8. H 0.232
9. H 0.244
10. H 0.252

Relative to the most stable structure, the computed energies are model one 0.0000; model two 0.1716, all in hartree.

Model one:
DFT (ωB97M-V with the def2-TZVPD basis set) results for a single C3H5Cl molecule.

```
9
C3H5Cl (ωB97M-V with the def2-TZVPD basis set)
C 0.21441 -0.28177 0.28367
C -0.10812 0.72956 1.11528
C -0.04201 -0.31515 -1.16325
Cl 0.11034 0.74239 2.80498
H 0.87095 -1.17032 0.78403
H -0.83541 1.56662 0.84344
H -0.49462 0.48452 -1.62634
H 0.90897 -0.60659 -1.51234
H -0.62450 -1.14927 -1.52946
```

Computed properties:
net charge	0
frontier orbital gap	0.37829	Ha
SMILES	C/C=C/Cl

natural (NBO) analysis output, partial charges in e:
1. C -0.180
2. C -0.264
3. C -0.653
4. Cl 0.000
5. H 0.212
6. H 0.212
7. H 0.223
8. H 0.226
9. H 0.223

Model two:
DFT (ωB97M-V with the def2-TZVPD basis set) results for a single C3H5Cl molecule.

```
9
C3H5Cl (ωB97M-V with the def2-TZVPD basis set)
C -0.41160 -1.02008 0.07642
C 0.58265 0.22488 0.20681
C 0.14876 1.48825 0.06349
H -1.51522 -0.94892 -0.39039
H -0.69162 -1.86084 0.96956
H -0.27200 -1.86776 -0.77254
H -0.99869 1.83581 -0.28976
H 0.75726 2.32308 0.11065
Cl 2.40046 -0.17442 0.02575
```

Computed properties:
net charge	0
frontier orbital gap	0.38260	Ha
SMILES	C=C(C)Cl

natural (NBO) analysis output, partial charges in e:
1. C -0.735
2. C 0.010
3. C -0.393
4. H 0.249
5. H 0.246
6. H 0.243
7. H 0.225
8. H 0.209
9. Cl -0.054

Model three:
DFT (ωB97M-V with the def2-TZVPD basis set) results for 2 unconnected molecules or ions with the total composition C3H5Cl.

```
9
C3H5Cl (ωB97M-V with the def2-TZVPD basis set)
C -0.35128 0.75859 -0.22619
C -1.37517 -0.03420 0.62470
C -0.53806 -0.47897 -0.47154
Cl 3.25195 -0.48890 0.12715
H 0.30723 1.53815 -0.34739
H 2.71027 0.38106 -0.62597
H -1.13870 -0.39931 1.72845
H -2.44206 0.05043 0.33023
H -0.42417 -1.32684 -1.13943
```

Computed properties:
net charge	0
frontier orbital gap	0.38420	Ha
SMILES	C1=CC1.Cl

natural (NBO) analysis output, partial charges in e:
1. C -0.190
2. C -0.431
3. C -0.177
4. Cl -0.261
5. H 0.211
6. H 0.261
7. H 0.185
8. H 0.183
9. H 0.219

Model four:
DFT (ωB97M-V with the def2-TZVPD basis set) results for a single C3H5Cl molecule.

```
9
C3H5Cl (ωB97M-V with the def2-TZVPD basis set)
C -0.46124 -0.14398 -0.91675
C -1.60939 1.24127 -0.70516
C 0.37664 -0.24534 0.26113
Cl -2.86320 1.42515 -1.75446
H -0.15769 -0.60487 -1.77061
H -1.58899 1.41770 0.43546
H 0.44532 -1.31722 0.70184
H 1.44432 -0.00779 0.12387
H -0.04911 0.35955 1.07158
```

Computed properties:
net charge	0
frontier orbital gap (spin up / spin down)	0.31978 / 0.31167	Ha
SMILES	C/C=C/Cl

natural (NBO) analysis output, partial charges in e:
1. C -0.084
2. C -0.326
3. C -0.700
4. Cl 0.077
5. H 0.172
6. H 0.204
7. H 0.224
8. H 0.223
9. H 0.210

Relative to the most stable structure, the computed energies are model one 0.0000; model two 0.0623; model three 0.0703; model four 0.1146, all in hartree.

Model one:
DFT (ωB97M-V with the def2-TZVPD basis set) results for a single C6H12O molecule.

```
19
C6H12O (ωB97M-V with the def2-TZVPD basis set)
C 2.47993 -0.57023 -0.17958
O 1.15631 -0.93316 0.10830
C 0.36724 0.10273 0.62327
C 0.11357 1.36445 -0.23550
C -1.39238 1.22408 0.09375
C -1.14348 -0.22222 0.59246
C -1.52111 -1.31856 -0.39741
H 3.02473 -0.23281 0.71614
H 2.52850 0.22606 -0.93748
H 2.96800 -1.46376 -0.57721
H 0.71106 0.38751 1.63258
H 0.61198 2.28747 0.07903
H 0.33191 1.18832 -1.29375
H -2.08699 1.33137 -0.74563
H -1.71159 1.89465 0.89705
H -1.57764 -0.45532 1.57078
H -2.60821 -1.45693 -0.41293
H -1.19504 -1.08466 -1.41722
H -1.05681 -2.26900 -0.11664
```

Computed properties:
net charge	0
frontier orbital gap	0.39076	Ha
SMILES	CO[C@H]1CC[C@H]1C

natural (NBO) analysis output, partial charges in e:
1. C -0.246
2. O -0.533
3. C 0.111
4. C -0.445
5. C -0.400
6. C -0.225
7. C -0.606
8. H 0.163
9. H 0.165
10. H 0.193
11. H 0.163
12. H 0.207
13. H 0.210
14. H 0.206
15. H 0.205
16. H 0.200
17. H 0.207
18. H 0.204
19. H 0.221

Model two:
DFT (ωB97M-V with the def2-TZVPD basis set) results for a single C6H12O molecule.

```
19
C6H12O (ωB97M-V with the def2-TZVPD basis set)
C -2.20581 -0.21686 0.80509
C -1.27968 0.84056 0.20462
C -0.41302 0.29142 -0.90861
C 0.88918 0.93980 -1.28071
C 0.88710 -0.42206 -0.64816
C 1.44408 -0.62512 0.73975
O 2.83559 -0.88550 0.71447
H -2.85831 -0.64776 0.03605
H -2.84461 0.20924 1.58569
H -1.63357 -1.03785 1.25260
H -0.65031 1.27624 0.99074
H -1.87778 1.66981 -0.19528
H -0.98435 -0.11092 -1.74380
H 1.15911 1.02977 -2.32805
H 1.22803 1.76524 -0.65886
H 1.09325 -1.26318 -1.31159
H 1.32413 0.27422 1.35252
H 0.91334 -1.43824 1.25919
H 2.97366 -1.64881 0.13436
```

Computed properties:
net charge	0
frontier orbital gap	0.40511	Ha
SMILES	CC[C@H]1C[C@H]1CO

natural (NBO) analysis output, partial charges in e:
1. C -0.603
2. C -0.398
3. C -0.215
4. C -0.413
5. C -0.258
6. C -0.061
7. O -0.710
8. H 0.202
9. H 0.210
10. H 0.202
11. H 0.198
12. H 0.205
13. H 0.211
14. H 0.217
15. H 0.212
16. H 0.204
17. H 0.179
18. H 0.158
19. H 0.459

Relative to the most stable structure, the computed energies are model one 0.0059; model two 0.0000, all in hartree.

Model one:
DFT (ωB97M-V with the def2-TZVPD basis set) results for a single C5H8ClNS molecule.

```
16
C5H8ClNS (ωB97M-V with the def2-TZVPD basis set)
C 1.76169 -0.10220 0.98619
C 1.22144 -1.09440 -0.00976
C -1.04791 0.05443 -0.32594
C -2.25286 -0.48954 -0.38405
C -0.56640 1.50767 -0.03411
H 2.13723 0.80273 0.33989
H 0.82938 0.19474 1.48429
H 2.62272 -0.62485 1.55850
H -0.23865 -1.53353 -1.22117
H -3.15110 0.24549 -0.33244
H -2.46046 -1.55011 -0.48008
H -1.45657 2.20658 0.21370
H 0.03190 1.67085 0.80944
N 0.06241 -0.85365 -0.66389
S 2.27160 -2.37078 -0.27981
Cl 0.23559 1.93656 -1.66076
```

Computed properties:
net charge	0
frontier orbital gap	0.31093	Ha
SMILES	C=C(CCl)NC(C)=S

natural (NBO) analysis output, partial charges in e:
1. C -0.703
2. C 0.156
3. C 0.139
4. C -0.412
5. C -0.384
6. H 0.245
7. H 0.203
8. H 0.276
9. H 0.396
10. H 0.218
11. H 0.227
12. H 0.239
13. H 0.230
14. N -0.592
15. S -0.171
16. Cl -0.067

Model two:
DFT (ωB97M-V with the def2-TZVPD basis set) results for a single C5H8ClNS molecule.

```
16
C5H8ClNS (ωB97M-V with the def2-TZVPD basis set)
C 1.37991 0.47569 0.11079
C -0.08640 0.81036 0.35848
C -0.87046 -0.17402 1.05090
C -1.43632 -0.64188 -0.27344
C -0.95938 0.74478 -0.91230
H 3.63427 -2.14654 -0.01084
H 2.03873 1.16663 -0.37944
H -0.26210 1.85091 0.68541
H -1.71604 0.37766 1.48761
H -0.48645 -0.84879 1.66732
H -0.98712 -1.45518 -0.70184
H -1.85096 1.46083 -0.81454
H -0.65696 0.88147 -1.98412
N 1.91968 -0.73916 0.14010
S 3.57481 -0.76528 -0.24409
Cl -3.23522 -0.99748 -0.17999
```

Computed properties:
net charge	0
frontier orbital gap	0.35327	Ha
SMILES	S/N=C/[C@H]1C[C@H](Cl)C1

natural (NBO) analysis output, partial charges in e:
1. C 0.100
2. C -0.281
3. C -0.424
4. C -0.118
5. C -0.401
6. H 0.136
7. H 0.156
8. H 0.234
9. H 0.218
10. H 0.228
11. H 0.212
12. H 0.215
13. H 0.233
14. N -0.569
15. S 0.169
16. Cl -0.107

Relative to the most stable structure, the computed energies are model one 0.0000; model two 0.0243, all in hartree.